No. 1
125
Properties=species:S:1:pos:R:3:lowdin_spin:R:1 method="wB97M-V/def2-TZVPD" gap_ev="6.677 / 3.660" multiplicity=6 total_energy_ha=-9014.2085 s2=8.8929 charge=+3 e_homo_ev="-13.61 / -13.95" lumo_ev="-6.9 / -10.3"
Rh 0.917 0.192 -0.355 1.238
C -1.225 -3.449 0.612 0.002
C -0.866 -3.408 -0.871 0.004
C -1.963 -4.158 -1.639 0.003
P -0.524 -1.672 -1.435 0.057
C -2.306 -1.101 -1.688 0.041
N -2.577 0.273 -1.356 0.430
Ge -1.097 1.342 -0.207 0.142
N -0.555 3.384 0.119 0.440
C 0.855 3.711 0.007 0.039
P 1.863 2.385 -0.847 0.074
C 3.556 2.922 -0.323 0.008
C 4.082 4.228 -0.918 0.003
C 4.558 1.779 -0.482 0.003
C 1.610 2.776 -2.642 0.030
C 1.538 4.243 -3.066 0.007
C 2.630 1.994 -3.477 0.006
C -1.475 4.267 0.474 0.062
C -1.201 5.595 0.913 0.139
C -2.217 6.397 1.364 -0.005
C -3.531 5.919 1.390 0.205
C -3.835 4.628 0.936 0.003
C -2.840 3.818 0.462 0.135
N -3.088 2.482 -0.060 0.070
C -3.536 2.399 -1.442 0.136
C -4.153 3.413 -2.122 0.000
C -4.631 3.173 -3.418 0.205
C -4.518 1.909 -4.006 -0.004
C -3.891 0.883 -3.344 0.137
C -3.331 1.110 -2.055 0.066
C -3.902 1.669 0.832 0.140
C -5.268 1.684 0.812 0.003
C -5.983 0.912 1.738 0.211
C -5.314 0.121 2.680 -0.001
C -3.945 0.058 2.685 0.132
C -3.192 0.807 1.733 0.065
N -1.879 0.699 1.556 0.364
C -1.072 -0.229 2.348 0.043
P 0.744 -0.013 1.990 0.063
C 1.483 -1.626 2.505 0.015
C 3.005 -1.532 2.651 0.001
C 0.858 -2.264 3.743 0.006
C 1.165 1.190 3.341 0.016
C 2.551 1.816 3.177 0.002
C 0.112 2.288 3.494 0.004
C 0.142 -1.781 -3.161 0.019
C 0.104 -0.381 -3.770 0.021
C -0.458 -2.808 -4.117 0.004
H -1.361 -4.488 0.918 0.000
H -2.174 -2.932 0.799 0.001
H -0.451 -3.026 1.246 0.001
H 0.089 -3.927 -1.010 0.001
H -2.957 -3.794 -1.371 0.001
H -1.933 -5.205 -1.337 0.000
H -1.866 -4.126 -2.719 0.000
H -2.894 -1.708 -0.991 0.019
H -2.628 -1.374 -2.694 0.004
H 1.291 3.834 1.004 0.017
H 0.982 4.660 -0.518 0.009
H 3.424 3.091 0.750 0.000
H 4.304 4.133 -1.979 0.000
H 5.014 4.493 -0.417 0.001
H 3.394 5.063 -0.782 0.000
H 4.736 1.545 -1.533 0.000
H 4.201 0.875 0.017 0.001
H 5.514 2.063 -0.040 0.000
H 0.621 2.346 -2.834 0.006
H 2.449 4.796 -2.847 0.000
H 0.695 4.768 -2.612 0.000
H 1.387 4.286 -4.146 0.001
H 3.618 2.448 -3.419 0.000
H 2.332 1.998 -4.526 0.000
H 2.716 0.952 -3.157 0.004
H -0.180 5.952 0.916 0.007
H -2.004 7.399 1.711 -0.003
H -4.328 6.553 1.755 0.009
H -4.862 4.290 0.958 -0.003
H -4.291 4.386 -1.671 -0.004
H -5.118 3.974 -3.958 0.009
H -4.921 1.744 -4.996 -0.003
H -3.789 -0.084 -3.814 0.006
H -5.802 2.286 0.087 -0.003
H -7.065 0.936 1.728 0.010
H -5.884 -0.457 3.395 -0.003
H -3.432 -0.580 3.390 0.007
H -1.339 -1.252 2.070 0.014
H -1.277 -0.102 3.412 0.008
H 1.292 -2.266 1.640 0.002
H 3.282 -1.140 3.628 0.000
H 3.466 -0.912 1.879 0.001
H 3.426 -2.536 2.573 0.000
H 0.999 -1.647 4.633 0.000
H 1.349 -3.220 3.931 0.001
H -0.207 -2.471 3.629 0.000
H 1.150 0.586 4.256 0.003
H 2.701 2.159 2.153 0.001
H 3.357 1.130 3.412 0.000
H 2.650 2.675 3.840 0.000
H 0.068 2.923 2.610 0.001
H 0.381 2.924 4.338 0.001
H -0.892 1.910 3.690 0.001
H 1.189 -2.050 -2.993 0.002
H -0.923 -0.038 -3.932 0.001
H 0.606 -0.376 -4.738 0.001
H 0.606 0.340 -3.124 0.017
H -1.532 -2.672 -4.265 0.000
H -0.276 -3.831 -3.795 0.000
H 0.014 -2.687 -5.094 0.001
Br 0.187 -7.166 -0.128 0.000
C 1.566 -7.752 1.031 0.000
C 1.586 -9.096 1.373 0.000
C 2.578 -9.578 2.211 0.000
C 3.549 -8.721 2.707 0.000
C 3.529 -7.378 2.366 0.000
C 2.536 -6.892 1.526 0.000
I 2.582 -4.863 1.031 0.000
H 0.828 -9.758 0.980 0.000
H 2.591 -10.627 2.473 0.000
H 4.327 -9.094 3.358 0.000
H 4.289 -6.709 2.747 0.000
Cl 5.429 -3.300 -1.345 0.007
C 4.825 -1.688 -1.092 0.008
Cl 3.014 -1.688 -0.946 0.049
H 5.062 -1.062 -1.943 0.000
H 5.212 -1.284 -0.164 0.000

=====

No. 2
123
Properties=species:S:1:pos:R:3:lowdin_charge:R:1 method="wB97M-V/def2-TZVPD" relative_energy_ev=0.0000 gap_ev=6.732 total_energy_ha=-5336.1055 charge=+3 e_homo_ev=-15.90 lumo_ev=-9.2
Ti -0.136 -0.279 0.039 1.052
C 4.008 3.508 0.097 -0.031
C 3.626 2.148 -0.508 -0.369
C 4.904 1.356 -0.829 -0.034
C 2.765 2.307 -1.769 -0.144
C 3.333 2.943 -2.864 -0.004
C 2.632 3.100 -4.046 -0.012
C 1.364 2.559 -4.162 -0.011
C 0.751 1.890 -3.108 -0.126
C -0.633 1.326 -3.381 -0.374
C -0.648 0.501 -4.676 -0.047
C -1.678 2.438 -3.518 -0.044
C 1.449 1.807 -1.891 -0.150
N 0.841 1.359 -0.627 -0.007
C 0.774 2.351 0.232 -0.065
C 0.497 2.367 1.631 -0.138
C 0.602 3.639 2.227 0.001
C 0.472 3.816 3.578 -0.021
C 0.222 2.695 4.374 0.002
C 0.117 1.439 3.812 -0.012
C 0.238 1.239 2.434 -0.199
N 0.184 -0.053 1.878 -0.031
C 0.461 -1.133 2.809 -0.199
C -0.567 -1.846 3.470 -0.148
C -0.176 -2.886 4.313 -0.015
C 1.155 -3.188 4.543 -0.018
C 2.143 -2.424 3.946 -0.003
C 1.826 -1.386 3.083 -0.129
C 2.971 -0.546 2.519 -0.353
C 4.139 -1.418 2.039 -0.042
C 3.505 0.431 3.580 -0.020
C -2.084 -1.635 3.383 -0.331
C -2.669 -2.313 2.142 -0.064
C -2.614 -0.204 3.489 -0.046
H 4.575 3.364 1.019 0.092
H 3.131 4.120 0.328 0.070
H 4.634 4.076 -0.592 0.091
H 3.077 1.590 0.248 0.095
H 5.585 1.950 -1.441 0.094
H 4.687 0.437 -1.376 0.052
H 5.432 1.100 0.093 0.087
H 4.341 3.335 -2.785 0.127
H 3.076 3.638 -4.876 0.128
H 0.830 2.664 -5.101 0.126
H -0.913 0.683 -2.534 0.075
H -0.723 1.166 -5.540 0.094
H -1.515 -0.159 -4.702 0.071
H 0.258 -0.092 -4.803 0.089
H -1.389 3.114 -4.327 0.094
H -1.766 3.024 -2.607 0.049
H -2.658 2.025 -3.776 0.092
H 1.044 3.325 -0.156 0.145
H 0.808 4.494 1.589 0.130
H 0.586 4.796 4.023 0.129
H 0.125 2.802 5.448 0.135
H -0.039 0.585 4.455 0.127
H -0.946 -3.458 4.821 0.131
H 1.419 -3.996 5.216 0.127
H 3.185 -2.634 4.167 0.129
H 2.603 0.027 1.672 0.089
H 4.755 -1.746 2.879 0.094
H 4.786 -0.844 1.372 0.078
H 3.795 -2.306 1.508 0.066
H 3.857 -0.123 4.454 0.097
H 2.749 1.138 3.916 0.066
H 4.349 0.998 3.179 0.091
H -2.488 -2.167 4.243 0.137
H -2.453 -1.731 1.243 0.030
H -3.756 -2.389 2.227 0.103
H -2.275 -3.323 2.022 0.076
H -2.353 0.380 2.612 0.042
H -2.250 0.307 4.379 0.086
H -3.704 -0.249 3.561 0.097
C -5.693 3.625 0.739 0.029
N -4.381 3.055 0.422 -0.055
C -4.010 1.672 0.606 -0.001
C -2.577 1.705 0.132 -0.384
O -1.876 0.622 0.092 -0.178
N -2.216 2.902 -0.228 0.221
C -3.324 3.696 -0.051 -0.354
N -3.301 4.981 -0.343 0.262
H -6.412 2.818 0.837 0.106
H -6.030 4.276 -0.066 0.104
H -5.665 4.184 1.674 0.110
H -4.624 1.000 0.001 0.158
H -4.079 1.357 1.649 0.138
H -2.484 5.383 -0.771 0.138
H -4.115 5.565 -0.235 0.132
C -3.392 -4.312 -0.548 -0.122
C -2.062 -4.046 -1.241 -0.369
As -1.464 -2.184 -1.442 1.244
C -3.090 -1.413 -2.217 -0.396
C -3.705 -2.131 -3.414 -0.123
C -0.087 -2.581 -2.794 -0.386
C -0.481 -3.324 -4.068 -0.115
H -3.683 -5.345 -0.742 0.096
H -4.191 -3.675 -0.930 0.069
H -3.337 -4.188 0.530 0.042
H -2.129 -4.358 -2.278 0.052
H -1.250 -4.602 -0.787 0.061
H -2.897 -0.366 -2.446 0.042
H -3.781 -1.420 -1.373 0.060
H -3.164 -1.922 -4.336 0.059
H -4.729 -1.780 -3.552 0.092
H -3.748 -3.212 -3.285 0.072
H 0.628 -3.184 -2.235 0.053
H 0.416 -1.652 -3.033 0.041
H -0.836 -4.332 -3.866 0.074
H 0.405 -3.421 -4.699 0.092
H -1.238 -2.803 -4.646 0.056
N 0.498 -3.549 0.784 0.176
C 1.527 -2.990 0.085 -0.386
C 2.566 -3.823 -0.357 0.000
C 3.587 -3.310 -1.110 -0.001
C 3.582 -1.945 -1.410 -0.033
C 2.543 -1.187 -0.976 -0.121
N 1.487 -1.669 -0.247 -0.010
H 0.660 -4.498 1.082 0.130
H 0.085 -2.995 1.514 0.055
H 2.547 -4.868 -0.071 0.137
H 4.393 -3.949 -1.450 0.138
H 4.384 -1.491 -1.977 0.119
H 2.512 -0.139 -1.220 0.080